[1]
C23H19AsN5ORuS2 as an isolated structure, computed with ωB97M-V/def2-TZVPD.

Summary:
⟨S²⟩ = 8.7897
calculated total energy = -118745.174 eV

Structure (ORCA input):
```
! wB97M-V def2-TZVPD RIJCOSX def2/J DEFGRID3
* xyz 0 6
Ru 0.389 0.253 0.401
S 0.274 2.124 -1.134
C -0.927 3.028 -0.273
C -1.729 3.942 -1.039
N -2.388 4.628 -1.686
C -1.121 2.912 1.075
S -0.159 1.891 2.078
C -2.162 3.672 1.712
N -3.012 4.251 2.228
N 8.201 -6.426 -0.691
C 7.341 -5.679 -0.538
C 6.263 -4.744 -0.349
C 5.191 -4.729 -1.238
C 4.158 -3.827 -1.053
C 4.163 -2.929 0.017
C 5.245 -2.964 0.901
C 6.287 -3.856 0.723
C 3.035 -1.990 0.210
C 3.298 -0.604 0.341
C 4.599 0.035 0.240
C 4.419 1.380 0.454
C 3.051 1.573 0.664
N 2.375 0.370 0.586
C 1.739 -2.527 0.352
C 1.406 -3.924 0.531
C 0.052 -3.995 0.751
C -0.427 -2.675 0.698
N 0.582 -1.799 0.430
H 5.177 -5.416 -2.074
H 3.333 -3.807 -1.754
H 5.256 -2.295 1.752
H 7.115 -3.878 1.419
H 5.520 -0.480 0.020
H 5.171 2.151 0.459
H 2.504 2.477 0.868
H 2.117 -4.733 0.536
H -0.536 -4.875 0.955
H -1.422 -2.304 0.873
C -2.109 -1.624 -2.353
As -2.721 -0.270 -1.144
C -4.344 -0.844 -0.322
C -3.101 1.286 -2.180
O -1.626 -0.041 0.094
H -2.787 -1.688 -3.203
H -2.060 -2.582 -1.840
H -1.112 -1.347 -2.692
H -5.106 -1.022 -1.080
H -4.669 -0.060 0.359
H -4.154 -1.756 0.240
H -3.796 1.010 -2.974
H -2.174 1.669 -2.598
H -3.551 2.047 -1.545
*
```

=====

[2]
A 2-piece molecular cluster, C3H7IN overall at a distorted geometry, computed with ωB97M-V/def2-TZVPD.

Summary:
calculated total energy = -12805.704 eV
energy above the lowest of the compared OMol25 structures with the same formula, charge and spin = 268.7 kJ/mol

Structure (ORCA input):
```
! wB97M-V def2-TZVPD RIJCOSX def2/J DEFGRID3
* xyz 1 1
C -0.017 0.931 0.396
C 2.143 -2.542 -0.049
C -2.143 2.169 -0.232
N -0.959 1.582 0.183
I 0.139 -1.901 -0.235
H 0.899 1.031 0.979
H 2.737 -1.688 -0.099
H 2.414 -3.230 -0.936
H -2.517 1.363 -0.980
H -2.770 2.174 0.648
H -2.184 3.210 -0.626
H 2.257 -3.098 0.950
*
```

=====

[3]
One molecule with the formula C3H4N2O2S at a distorted geometry, computed with ωB97M-V/def2-TZVPD.

Summary:
calculated total energy = -21083.463 eV
structure (SMILES) = Cn1onc(S)c1=O
energy above the lowest of the compared OMol25 structures with the same formula, charge and spin = 325.0 kJ/mol

Structure (ORCA input):
```
! wB97M-V def2-TZVPD RIJCOSX def2/J DEFGRID3
* xyz 0 1
C -2.811 0.230 0.000
N -1.409 -0.086 0.004
O -1.046 -1.423 -0.003
N 0.323 -1.483 0.000
C 0.767 -0.279 0.001
S 2.446 0.190 -0.002
C -0.317 0.723 -0.002
O -0.300 1.933 0.004
H -3.302 -0.182 -0.890
H -3.318 -0.192 0.904
H -2.869 1.301 -0.035
H 2.900 -1.105 0.024
*
```

=====

[4]
One molecule with the formula C5H8N2O, computed with ωB97M-V/def2-TZVPD.

Summary:
calculated total energy = -10340.882 eV
structure (SMILES) = Cc1cnc(C)n1O
energy above the lowest of the compared OMol25 structures with the same formula, charge and spin = 178.0 kJ/mol

Structure (ORCA input):
```
! wB97M-V def2-TZVPD RIJCOSX def2/J DEFGRID3
* xyz 0 1
C -1.122 -0.903 -1.891
C -0.241 -0.072 -1.030
C 0.583 0.991 -1.276
N 1.173 1.414 -0.128
C 0.729 0.641 0.830
C 1.086 0.701 2.266
N -0.135 -0.273 0.323
O -0.775 -1.264 1.051
H -0.982 -0.613 -2.928
H -2.176 -0.760 -1.639
H -0.880 -1.963 -1.794
H 0.787 1.474 -2.210
H 1.529 -0.243 2.584
H 0.197 0.877 2.871
H 1.796 1.507 2.419
H -1.566 -1.514 0.551
*
```